(1)
Below is a molecular structure, C19H54FGaNO7S7, with properties calculated with the ωB97M-V functional and the def2-TZVPD basis.

Structure (XYZ):
```
90
Properties=species:S:1:pos:R:3
Ga 0.832 -1.836 -3.277
S -0.715 6.332 -7.471
S -4.928 -3.274 8.123
S -1.433 -5.786 5.357
S 5.970 -1.634 -0.028
S -1.293 -2.001 0.526
S -0.406 0.636 4.576
S 0.333 4.577 -3.938
F 4.811 -0.374 -3.898
O -1.820 0.970 4.265
O -0.323 3.877 -2.805
O 0.166 7.102 -6.551
O -3.946 -4.389 8.068
O -1.347 -4.493 4.635
O -2.183 -1.854 -0.652
O 4.559 -1.246 -0.231
N -0.611 0.213 -5.509
C -1.467 -3.700 1.076
C 6.813 -1.200 -1.556
C -0.488 -0.254 -3.109
C -0.638 0.614 -4.292
C -3.164 -6.253 5.370
C 0.579 1.143 3.164
C -5.058 -2.805 9.852
C -2.191 -1.268 1.901
C -0.296 6.889 -9.127
C -2.327 7.121 -7.402
C 6.725 -0.343 0.980
C -6.557 -4.024 8.003
C 0.148 1.920 5.707
C 3.438 -0.440 -3.381
C 0.316 6.319 -3.486
C 2.103 4.359 -3.738
C -0.889 -7.051 4.199
C 2.552 -1.274 -4.242
C 2.999 1.009 -3.251
H 2.623 4.975 -4.473
H 7.888 -1.344 -1.440
H -0.071 2.894 5.269
H 3.415 1.564 -4.099
H 1.637 1.056 3.410
H -2.738 6.925 -6.414
H 7.801 -0.510 1.047
H -3.667 -5.541 6.020
H -3.262 -7.259 5.779
H 3.344 1.474 -2.324
H 6.278 -0.408 1.971
H -0.966 -3.834 2.036
H -0.721 6.647 -3.507
H -7.320 -3.264 8.165
H 0.342 0.470 2.341
H -1.055 -8.037 4.634
H 6.571 -0.169 -1.811
H 6.423 -1.857 -2.331
H -0.998 6.465 -9.845
H 2.378 4.639 -2.721
H 0.174 -6.896 4.027
H -6.650 -4.428 6.997
H -4.106 -2.360 10.134
H -1.654 -1.480 2.827
H 0.709 6.531 -9.339
H -2.976 6.686 -8.162
H -2.221 -0.193 1.732
H -6.636 -4.825 8.738
H -3.205 -1.664 1.950
H 2.331 -0.760 -5.185
H -1.436 -6.938 3.263
H 0.132 -3.025 -4.112
H -0.320 7.978 -9.151
H -1.004 -4.328 0.317
H -0.286 0.381 -2.241
H 1.910 1.079 -3.298
H -0.778 1.690 -4.096
H -2.205 8.193 -7.554
H -3.550 -6.202 4.352
H -5.857 -2.074 9.971
H 2.321 3.307 -3.907
H -0.410 1.791 6.632
H -2.528 -3.936 1.165
H 1.220 -2.355 -1.788
H -1.441 -0.762 -2.920
H 1.215 1.808 5.898
H -5.247 -3.695 10.451
H 0.893 6.895 -4.208
H 3.581 -0.893 -2.397
H 0.717 6.405 -2.476
H -0.761 1.010 -6.126
H 0.319 2.167 2.894
H 6.505 0.626 0.534
H 3.079 -2.205 -4.485
```

HOMO-LUMO gap = 0.21497 Eh
Total charge = -1
Molar mass = 721.8 g/mol

Atomic partial charges in e from the Löwdin method, atoms 1 to 6: Ga 0.32; S 0.81; S 0.82; S 0.80; S 0.79; S 0.78

=====

(2)
Below is a molecular structure, C62H44N7O2SZr, with properties calculated with the ωB97M-V functional and the def2-TZVPD basis.

Structure (XYZ):
```
117
Properties=species:S:1:pos:R:3
Zr -0.005 -0.099 0.261
S 0.475 -0.374 3.115
O 1.938 6.903 0.040
O 3.285 5.784 -1.428
N 0.855 -2.173 0.084
N -1.472 1.615 1.462
N -1.726 -1.465 0.771
N 2.435 -0.052 1.022
N -1.552 0.679 -1.147
N 1.069 0.072 -1.673
N 0.939 2.033 0.527
C 2.231 -0.576 -2.035
C -3.075 -1.251 0.595
C -7.129 -0.512 -1.678
C 4.493 1.072 0.576
C -3.823 -2.153 1.423
C 1.975 4.558 0.016
C -3.576 2.347 2.338
C -3.648 -0.291 -0.238
C 0.657 4.397 0.416
C -1.223 2.876 1.068
C -2.536 2.434 -2.268
C 2.467 5.934 -0.503
C -2.928 -2.900 2.114
C 6.050 -3.309 -2.291
C 5.952 -3.622 -3.639
C 4.974 -2.737 -1.628
C 1.946 -2.588 -0.654
C 0.195 -4.242 4.030
C 4.513 -1.089 1.582
C -2.157 3.891 1.210
C 3.699 -2.783 -3.663
C 3.106 1.032 0.604
C -1.192 -5.583 2.595
C -5.747 -0.546 -1.557
C -7.916 -0.175 -0.586
C -7.315 0.123 0.630
C -1.628 -2.525 1.643
C 2.266 2.209 0.334
C -5.135 -0.248 -0.342
C 2.616 -1.849 -1.625
C 0.152 3.126 0.589
C 2.960 0.219 -2.976
C -0.690 3.437 -4.595
C 2.359 -3.892 -0.229
C -3.529 1.725 -1.685
C 0.975 4.257 -3.070
C -2.625 1.374 2.092
C 3.790 -2.466 -2.308
C 0.195 -5.256 4.977
C 1.566 -4.244 0.812
C -1.186 -6.598 3.542
C -5.934 0.084 0.750
C -1.309 1.745 -1.993
C 4.773 -3.361 -4.323
C 1.167 1.194 3.677
C 2.799 3.438 0.012
C 0.358 5.574 -4.974
C -0.496 -6.435 4.735
C -0.934 -0.441 4.236
C -3.350 3.624 1.855
C -0.505 -4.396 2.836
C 1.027 1.219 -2.437
C 1.118 5.410 -3.824
C 0.612 -3.191 0.980
C -0.488 -3.296 1.829
C -0.534 4.582 -5.363
C 0.058 3.268 -3.429
C -2.920 0.629 -0.990
C 3.134 -1.084 1.505
C 2.224 1.330 -3.217
C 5.204 -0.003 1.072
C -0.077 2.066 -2.565
H -1.109 4.697 -6.272
H -0.493 -7.227 5.471
H -1.580 -1.261 3.930
H -1.481 0.499 4.222
H -8.993 -0.146 -0.680
H -2.790 0.358 2.420
H 2.778 -2.581 -4.196
H 2.563 -1.933 1.857
H -1.948 4.883 0.839
H -1.370 2.659 -4.918
H -4.897 -2.221 1.447
H -1.720 -7.519 3.344
H 1.595 4.148 -2.191
H 4.687 -3.609 -5.373
H 5.025 -1.938 2.013
H 2.102 1.364 3.151
H 6.791 -4.070 -4.155
H -7.591 -0.753 -2.626
H 5.051 -2.493 -0.576
H 3.838 3.571 -0.255
H -4.587 1.929 -1.705
H 2.445 2.134 -3.898
H 0.475 2.010 3.472
H -2.621 3.336 -2.849
H 1.823 6.159 -3.488
H -5.134 -0.812 -2.410
H 0.463 6.470 -5.572
H 5.011 1.941 0.199
H 1.573 -5.162 1.377
H -3.126 -3.695 2.814
H 0.742 -3.323 4.210
H -4.083 4.408 1.992
H 6.968 -3.509 -1.754
H 0.066 5.294 0.541
H 3.148 -4.466 -0.685
H -7.923 0.384 1.485
H 0.740 -5.128 5.903
H -5.470 0.307 1.703
H 3.903 -0.056 -3.417
H 6.286 0.016 1.079
H -0.570 -0.633 5.244
H -1.724 -5.712 1.660
H -4.476 2.102 2.881
H 1.364 1.129 4.745
```

HOMO-LUMO gap = 0.21456 Eh
Total charge = +1
Molar mass = 1042.4 g/mol
Energy above the lowest of the compared OMol25 structures with the same formula, charge and spin = 0.00 kcal/mol

Atomic partial charges in e from the Löwdin method, atoms 1 to 6: Zr 1.78; S 0.81; O 0.02; O -0.01; N -0.02; N 0.03

=====

(3)
Below is a molecular structure, C27H68BaNO18P4, with properties calculated with the ωB97M-V functional and the def2-TZVPD basis.

Structure (XYZ):
```
119
Properties=species:S:1:pos:R:3
Ba -0.461 -0.060 -0.112
P -4.567 0.460 0.040
P 1.767 0.639 3.194
P 2.842 1.305 -2.187
P 0.216 -3.802 -1.902
O 0.370 -2.468 -1.288
O -4.666 1.801 0.886
O -5.289 -0.670 0.905
O -1.185 -1.297 1.983
O 1.707 0.790 -1.384
O -1.316 2.601 0.396
O -1.222 -4.487 -1.776
O 1.510 0.953 1.764
O -3.186 0.202 -0.430
O -5.558 0.616 -1.180
O 3.208 1.106 3.691
O 1.725 -0.912 3.501
O 2.835 1.014 -3.753
O 4.250 0.791 -1.683
O 0.470 -3.715 -3.468
O 2.892 2.885 -2.222
O 1.280 -4.890 -1.372
O 0.780 1.272 4.307
N -0.289 4.635 0.460
C -1.345 3.814 0.316
C 2.888 4.817 -3.557
C -4.668 -1.104 2.138
C -0.005 -4.675 -4.399
C 0.976 4.198 0.986
C 2.293 -1.863 2.593
C -7.252 -0.010 -2.698
C -1.280 1.642 5.375
C -5.403 2.927 0.384
C 4.883 1.292 -0.497
C 4.896 1.769 5.198
C -0.441 6.029 0.084
C -6.008 -0.511 -1.979
C 2.623 -4.878 -1.874
C 2.246 -3.230 3.189
C -2.357 -3.797 -1.225
C 2.977 -1.455 -3.580
C 3.290 -0.208 -4.389
C 3.757 3.652 -3.079
C 6.287 1.781 -0.684
C 3.577 1.013 5.062
C -0.481 0.614 4.597
C 0.851 -4.612 -5.647
C 3.475 -4.057 -0.901
C -2.493 -4.023 0.272
C -5.780 -1.450 3.086
C -6.890 3.033 0.732
H 0.554 -5.354 -6.384
H 1.782 4.849 0.650
H 4.519 -4.072 -1.222
H -0.830 1.974 6.313
H 3.223 -2.995 -0.941
H -7.039 0.831 -3.356
H -0.147 -5.693 -4.025
H 4.165 3.085 -3.913
H -4.044 -1.993 2.021
H -0.259 -0.289 5.164
H 4.830 2.820 4.930
H -7.135 3.641 1.604
H 3.628 -0.053 5.315
H 3.333 -4.472 0.091
H -1.363 6.256 -0.452
H 2.770 -0.236 -5.343
H 4.300 2.137 -0.112
H 5.389 1.631 6.160
H 2.549 5.438 -2.729
H -2.302 1.334 5.610
H 6.553 2.572 0.016
H 0.268 6.386 -0.672
H -4.864 3.835 0.647
H 4.625 4.005 -2.522
H 4.797 0.543 0.291
H 0.718 -3.603 -6.050
H 6.388 2.243 -1.670
H -6.299 -1.267 -1.253
H 2.811 1.442 5.714
H 7.017 0.979 -0.581
H -1.023 -4.451 -4.739
H -0.959 0.416 3.635
H 1.964 4.458 -4.014
H 5.568 1.292 4.478
H -1.641 -1.747 2.688
H -5.276 -0.813 -2.723
H 3.743 -1.661 -2.832
H -1.418 2.576 4.824
H -3.972 -0.366 2.538
H -7.265 2.038 0.990
H -7.619 -0.778 -3.390
H 1.711 -1.882 1.670
H 3.378 5.392 -4.343
H -5.377 2.885 -0.705
H -1.515 -4.079 0.749
H -7.509 3.406 -0.081
H 3.341 -1.587 2.434
H -2.250 4.363 0.017
H -6.401 -0.564 3.238
H -8.121 0.158 -2.064
H -3.072 -3.220 0.721
H 0.959 4.064 2.068
H 2.540 -2.230 -4.205
H 2.149 -1.259 -2.882
H -6.413 -2.264 2.734
H 1.262 3.232 0.557
H 2.663 -3.280 4.197
H 1.929 -4.634 -5.472
H -2.968 -4.985 0.476
H 3.043 -5.883 -1.930
H 2.804 -3.944 2.583
H -2.164 -2.740 -1.436
H -5.421 -1.735 4.077
H 4.367 -0.156 -4.550
H 1.217 -3.593 3.244
H -0.305 6.695 0.936
H -3.280 -4.029 -1.752
H 2.666 -4.546 -2.913
```

HOMO-LUMO gap = 0.30950 Eh
Total charge = +1
Molar mass = 956.1 g/mol
Energy above the lowest of the compared OMol25 structures with the same formula, charge and spin = 12.12 kcal/mol

Atomic partial charges in e from the Löwdin method, atoms 1 to 6: Ba 1.93; P 0.41; P 0.43; P 0.41; P 0.45; O -0.37

=====

(4)
Below is a molecular structure, C41H49N5O2P2Ti, with properties calculated with the ωB97M-V functional and the def2-TZVPD basis.

Structure (XYZ):
```
100
Properties=species:S:1:pos:R:3
Ti 1.201 0.059 0.477
P -0.579 -1.824 0.609
P -0.983 1.506 0.681
O 3.177 -1.074 -2.949
O 3.563 0.221 3.860
N -2.717 -1.724 -1.101
N 1.749 0.314 2.400
N 3.167 -0.441 0.475
N -2.853 1.046 -1.272
N 1.640 -0.036 -1.531
C 0.853 0.266 3.558
C 1.051 0.612 -2.691
C -0.591 3.203 -0.050
C 0.330 1.428 4.127
C 2.820 -0.706 -1.859
C 2.887 2.387 -2.537
C -3.684 0.273 -2.010
C -0.584 0.721 -4.437
C 5.267 -0.431 1.558
C -0.111 -4.513 1.122
C 0.987 2.509 -4.158
C -1.719 -2.113 2.000
C 0.030 0.001 -3.418
C 3.906 -0.238 1.562
C 3.740 -0.801 -0.673
C -5.470 -1.319 -3.433
C -1.254 4.328 0.751
C -0.606 1.315 5.154
C 1.364 -2.206 3.743
C 3.079 0.150 2.759
C -0.962 0.078 5.663
C -3.642 -1.129 -1.892
C -4.634 0.884 -2.870
C -5.496 0.100 -3.570
C -1.035 3.355 -1.511
C -0.127 -3.535 -0.062
C -1.932 0.466 -0.549
C -1.063 -4.115 -1.123
C -0.289 -1.458 -3.237
C 1.293 -3.455 -0.638
C -0.125 1.981 -4.794
C -1.841 -0.974 -0.488
C -4.573 -1.925 -2.610
C 0.854 2.794 3.779
C 1.599 1.833 -3.106
C 0.591 -0.980 4.141
C 0.945 3.350 0.081
C 5.861 -0.855 0.377
C -2.374 1.744 1.830
C 5.089 -1.036 -0.763
C -0.333 -1.059 5.176
H -6.178 -1.919 -3.994
H -3.176 2.216 1.266
H -4.642 1.966 -2.951
H 2.866 3.476 -2.495
H -2.052 -1.160 2.401
H -0.905 5.280 0.337
H -0.589 -5.030 -1.495
H 1.995 -3.038 0.086
H -1.022 2.221 5.589
H 0.428 -2.049 -3.811
H -1.244 -2.661 2.807
H -2.118 3.425 -1.588
H 3.117 2.019 -1.544
H -0.200 -1.778 -2.207
H 1.225 3.626 1.092
H 3.720 2.102 -3.185
H -2.033 -4.382 -0.701
H -4.534 -3.002 -2.492
H -2.085 2.362 2.678
H -2.342 4.311 0.654
H -1.238 -3.453 -1.965
H 0.058 3.501 3.546
H 5.507 -1.329 -1.718
H -0.596 4.286 -1.892
H -1.292 -1.700 -3.592
H 1.320 4.115 -0.600
H -1.086 -4.617 1.597
H 1.472 -2.299 2.665
H 1.489 2.433 -0.151
H 2.373 -2.160 4.160
H 1.554 2.758 2.958
H 0.887 -3.108 4.125
H -6.219 0.555 -4.236
H 0.627 -4.255 1.878
H -2.568 -2.667 1.604
H -0.709 2.543 -2.158
H -0.541 -2.026 5.625
H 1.341 -2.866 -1.556
H 1.395 3.463 -4.478
H 1.632 -4.467 -0.877
H 0.159 -5.493 0.719
H -1.687 0.003 6.467
H -2.717 0.785 2.208
H -0.997 4.322 1.808
H 6.931 -1.021 0.337
H 5.825 -0.251 2.468
H 1.388 3.198 4.640
H -0.607 2.530 -5.595
H -1.399 0.260 -4.989
```

2S+1 = 2
HOMO-LUMO gap (alpha / beta) = 0.27881 / 0.28343 Eh
Total charge = +1
Molar mass = 753.7 g/mol
Energy above the lowest of the compared OMol25 structures with the same formula, charge and spin = 24.92 kcal/mol

Atomic partial charges in e from the Löwdin method, atoms 1 to 6: Ti 0.82; P 1.03; P 1.03; O 0.13; O 0.13; N 0.14